[1]
Computed, not measured: C48H72ClO8RbS as an isolated structure, with ωB97M-V with the def2-TZVPD basis set.

```
131
Properties=species:S:1:pos:R:3
Rb -3.154 0.304 1.615
C 0.843 -0.471 0.030
O -0.128 -0.091 1.013
C 0.306 -0.260 2.304
C 0.959 0.786 2.960
C 1.044 2.219 2.446
C 1.248 2.480 0.977
C 2.542 2.556 0.483
C 2.820 2.776 -0.861
C 1.718 2.886 -1.705
C 0.406 2.800 -1.264
C -0.719 2.754 -2.283
C -0.770 1.382 -2.929
C 0.168 1.054 -3.911
C 0.270 -0.223 -4.441
C -0.592 -1.195 -3.937
C -1.547 -0.921 -2.971
C -2.334 -2.073 -2.373
C -1.504 -2.776 -1.317
C -0.465 -3.627 -1.668
C 0.406 -4.186 -0.735
C 0.200 -3.814 0.599
C -0.810 -2.961 0.994
C -0.934 -2.525 2.433
C 0.021 -1.466 2.970
C 0.528 -1.636 4.250
C 1.267 -0.654 4.905
C 1.448 0.551 4.246
C 1.789 -0.917 6.318
C 0.602 -1.147 7.264
C 2.611 0.253 6.858
C 2.681 -2.165 6.314
C -1.771 -2.472 0.048
O -2.787 -1.789 0.413
C 1.541 -5.139 -1.101
C 1.601 -5.415 -2.603
C 2.888 -4.537 -0.677
C 1.349 -6.482 -0.379
C -1.658 0.397 -2.507
O -2.652 0.723 -1.612
C -3.893 0.989 -2.261
C 1.303 -0.609 -5.498
C 0.596 -1.224 -6.713
C 2.270 -1.640 -4.898
C 2.119 0.590 -5.980
C 0.129 2.654 0.122
O -1.092 2.670 0.585
C 4.235 2.848 -1.433
C 4.443 1.701 -2.432
C 5.302 2.728 -0.346
C 4.441 4.184 -2.160
H 1.078 -1.532 0.111
H 0.393 -0.273 -0.940
H 1.745 0.136 0.142
H 0.125 2.711 2.769
H 1.856 2.699 2.999
H 3.350 2.427 1.196
H 1.882 3.031 -2.769
H -1.666 2.980 -1.802
H -0.542 3.503 -3.061
H 0.835 1.836 -4.248
H -0.515 -2.217 -4.291
H -3.245 -1.718 -1.895
H -2.600 -2.766 -3.177
H -0.327 -3.842 -2.723
H 0.884 -4.171 1.368
H -1.951 -2.143 2.554
H -0.850 -3.402 3.080
H 0.304 -2.571 4.755
H 1.960 1.370 4.736
H -0.054 -0.275 7.272
H 0.006 -2.004 6.951
H 0.954 -1.328 8.284
H 2.009 1.158 6.950
H 2.993 0.002 7.851
H 3.463 0.475 6.212
H 2.136 -3.043 5.967
H 3.538 -2.022 5.652
H 3.053 -2.371 7.322
H 1.782 -4.499 -3.169
H 2.418 -6.111 -2.818
H 0.672 -5.860 -2.965
H 3.064 -3.595 -1.202
H 2.906 -4.327 0.393
H 3.713 -5.222 -0.904
H 0.389 -6.925 -0.652
H 2.147 -7.184 -0.643
H 1.356 -6.348 0.704
H -4.081 0.247 -3.043
H -4.680 0.932 -1.512
H -3.879 1.990 -2.704
H 0.034 -2.117 -6.437
H -0.104 -0.510 -7.151
H 1.328 -1.506 -7.476
H 1.740 -2.530 -4.556
H 3.014 -1.946 -5.641
H 2.792 -1.217 -4.037
H 1.480 1.357 -6.423
H 2.683 1.045 -5.165
H 2.834 0.263 -6.739
H 4.296 0.737 -1.942
H 3.725 1.764 -3.252
H 5.452 1.729 -2.857
H 5.234 1.773 0.178
H 6.296 2.795 -0.798
H 5.210 3.527 0.393
H 3.729 4.304 -2.976
H 4.300 5.019 -1.470
H 5.452 4.244 -2.578
O -2.211 2.232 3.071
H -2.375 3.188 3.059
H -1.729 2.121 2.223
O -3.620 3.466 -0.138
H -4.224 2.733 0.031
H -2.715 3.085 -0.039
O -2.112 4.972 1.924
H -1.535 4.335 1.452
H -2.940 4.860 1.432
O -5.984 -0.010 0.178
H -5.382 -0.752 0.041
H -6.219 -0.125 1.128
Cl -6.070 -0.649 3.209
C -7.801 2.361 2.745
S -6.425 3.308 2.078
C -7.331 4.781 1.582
H -8.246 2.877 3.598
H -7.402 1.396 3.065
H -8.557 2.198 1.975
H -8.112 4.532 0.861
H -6.627 5.465 1.110
H -7.782 5.278 2.443
```

**Max |F|**: 1.048 eV Å⁻¹
**HOMO energy**: -1.97 eV
**Energy above the lowest of the compared OMol25 structures with the same formula, charge and spin**: 1.4 kcal per mole
**Charge**: -2
**Kohn-Sham gap**: 5.73 eV

=====

[2]
Computed, not measured: C48H72N10OS as an isolated structure, with ωB97M-V with the def2-TZVPD basis set.

```
132
Properties=species:S:1:pos:R:3
C -2.656 -4.009 -6.054
O -2.063 -4.095 -4.784
C -2.744 -3.309 -3.829
C -1.904 -3.230 -2.606
C -0.495 -3.041 -2.746
C 0.332 -2.987 -1.672
C 1.814 -2.805 -1.767
C 2.160 -1.346 -1.404
C 3.026 -1.014 -0.388
C 3.240 0.321 -0.103
C 2.623 1.335 -0.806
C 2.863 2.790 -0.470
C 1.768 1.004 -1.846
C 1.544 -0.336 -2.129
C -0.244 -3.103 -0.364
N 0.417 -3.068 0.783
S -0.694 -3.231 1.948
N -2.020 -3.364 1.056
C -1.648 -3.276 -0.213
C -2.457 -3.341 -1.374
H -3.617 -4.527 -6.083
H -2.813 -2.974 -6.361
H -2.008 -4.468 -6.791
H -3.728 -3.713 -3.587
H -2.896 -2.307 -4.246
H -0.087 -2.961 -3.742
H 2.192 -3.057 -2.754
H 2.276 -3.439 -1.016
H 3.522 -1.780 0.182
H 3.885 0.620 0.713
H 3.856 2.880 -0.035
H 2.114 3.168 0.218
H 2.868 3.352 -1.397
H 1.257 1.754 -2.432
H 0.877 -0.601 -2.933
H -3.526 -3.472 -1.266
C -4.066 -0.996 1.730
C -5.345 -0.300 2.174
C -6.192 0.193 0.993
C -5.450 1.164 0.187
N -4.860 1.936 -0.419
H -3.411 -0.317 1.177
H -3.513 -1.356 2.590
H -4.286 -1.851 1.089
H -5.097 0.543 2.822
H -5.944 -0.990 2.770
H -7.106 0.670 1.347
H -6.476 -0.643 0.351
C -0.633 4.967 -1.190
C 0.149 5.867 -0.237
C 0.825 7.045 -0.946
C 1.778 6.533 -1.933
N 2.540 6.034 -2.628
H 0.020 4.509 -1.936
H -1.121 4.160 -0.641
H -1.407 5.531 -1.715
H 0.905 5.272 0.279
H -0.522 6.257 0.524
H 1.361 7.664 -0.232
H 0.089 7.675 -1.446
C 0.639 1.462 2.166
C -0.187 1.485 3.449
C -1.203 2.634 3.478
C -0.540 3.936 3.401
N -0.022 4.955 3.338
H 1.238 2.369 2.062
H 1.326 0.615 2.166
H -0.003 1.375 1.286
H 0.479 1.565 4.311
H -0.727 0.543 3.550
H -1.789 2.605 4.398
H -1.892 2.552 2.635
C 6.569 -6.648 -2.075
C 5.111 -6.609 -1.631
C 4.348 -5.403 -2.190
C 4.947 -4.141 -1.743
N 5.407 -3.158 -1.380
H 7.119 -5.777 -1.715
H 7.066 -7.535 -1.681
H 6.648 -6.674 -3.164
H 5.064 -6.592 -0.541
H 4.606 -7.519 -1.958
H 3.308 -5.428 -1.862
H 4.355 -5.420 -3.281
C -7.565 -2.531 5.770
C -6.668 -2.432 6.999
C -5.773 -1.187 6.984
C -4.883 -1.193 5.822
N -4.183 -1.203 4.916
H -6.977 -2.620 4.855
H -8.205 -3.410 5.834
H -8.207 -1.653 5.680
H -6.045 -3.325 7.066
H -7.285 -2.403 7.898
H -5.160 -1.145 7.884
H -6.379 -0.281 6.949
C 5.590 4.654 -3.249
C 6.615 3.634 -3.728
C 6.913 2.555 -2.678
C 7.462 3.142 -1.454
N 7.899 3.609 -0.505
H 5.948 5.206 -2.379
H 5.376 5.381 -4.031
H 4.650 4.171 -2.980
H 7.542 4.144 -3.999
H 6.245 3.144 -4.631
H 7.634 1.833 -3.063
H 6.001 2.012 -2.421
C 0.009 -9.130 -3.454
C -1.040 -8.050 -3.213
C -0.495 -6.631 -3.408
C 0.602 -6.350 -2.478
N 1.463 -6.137 -1.753
H 0.834 -9.048 -2.745
H -0.428 -10.122 -3.336
H 0.419 -9.061 -4.464
H -1.437 -8.150 -2.201
H -1.875 -8.197 -3.900
H -1.279 -5.893 -3.246
H -0.124 -6.498 -4.425
C -0.209 8.272 5.105
C -0.518 9.713 4.710
C -1.442 9.813 3.490
C -0.824 9.193 2.319
N -0.335 8.690 1.414
H 0.314 7.741 4.309
H 0.429 8.251 5.988
H -1.123 7.722 5.334
H 0.413 10.242 4.498
H -0.992 10.226 5.549
H -1.652 10.856 3.252
H -2.393 9.315 3.687
```

**Max |F|**: 1.207 eV Å⁻¹
**HOMO energy**: -8.29 eV
**Energy above the lowest of the compared OMol25 structures with the same formula, charge and spin**: 0.0 kcal per mole
**Charge**: 0
**Kohn-Sham gap**: 7.93 eV

=====

[3]
Computed, not measured: a 9-piece molecular cluster, C48H74FN2O18 overall, with ωB97M-V with the def2-TZVPD basis set.

```
143
Properties=species:S:1:pos:R:3
C -3.412 2.904 3.255
C -3.318 2.587 4.743
C -2.152 1.693 5.129
O -1.940 0.592 4.212
C -1.046 0.783 3.242
C 0.261 1.220 3.382
C 1.109 1.332 2.288
C 2.513 1.810 2.506
C 3.533 0.683 2.451
F 3.965 0.449 1.158
C 0.616 0.998 1.009
C 1.373 1.103 -0.298
C 0.659 2.124 -1.220
C 0.074 3.337 -0.485
C -0.172 4.467 -1.469
N 1.078 5.161 -1.808
C 1.504 6.060 -0.818
C 2.801 6.766 -1.117
O 0.908 6.246 0.210
C -0.688 0.541 0.922
N -1.471 0.454 2.013
H -3.735 2.031 2.693
H -4.060 3.747 3.055
H -2.423 3.174 2.878
H -3.156 3.530 5.264
H -4.262 2.211 5.129
H -2.377 1.233 6.085
H -1.258 2.292 5.278
H 0.620 1.463 4.368
H 2.726 2.590 1.776
H 2.597 2.294 3.475
H 3.080 -0.234 2.822
H 4.404 0.952 3.040
H 1.370 0.112 -0.738
H 2.374 1.462 -0.121
H 1.388 2.512 -1.925
H -0.143 1.609 -1.741
H -0.904 3.084 -0.079
H 0.704 3.684 0.331
H -0.911 5.157 -1.067
H -0.586 4.011 -2.362
H 0.944 5.707 -2.654
H 2.748 7.764 -0.703
H 3.599 6.200 -0.647
H 2.962 6.822 -2.189
H -1.115 0.267 -0.033
H -2.416 0.108 1.901
O -6.353 -0.399 6.480
C -5.416 -1.115 6.672
O -4.870 -1.301 7.896
C -3.694 -2.124 7.799
C -3.852 -2.897 6.496
C -4.634 -1.904 5.638
H -2.818 -1.471 7.790
H -3.642 -2.769 8.672
H -2.902 -3.210 6.067
H -4.454 -3.790 6.664
H -3.976 -1.216 5.104
H -5.306 -2.394 4.938
O -2.750 0.547 -1.120
C -3.251 1.441 -1.750
O -2.510 2.384 -2.361
C -3.370 3.401 -2.924
C -4.717 2.719 -3.111
C -4.725 1.727 -1.948
H -3.419 4.237 -2.223
H -2.937 3.749 -3.858
H -5.553 3.413 -3.111
H -4.732 2.181 -4.058
H -5.118 2.173 -1.032
H -5.262 0.811 -2.172
O 1.593 -2.097 4.040
C 2.447 -2.905 4.285
O 2.910 -3.108 5.532
C 3.998 -4.057 5.513
C 3.812 -4.846 4.225
C 3.180 -3.801 3.306
H 4.937 -3.500 5.529
H 3.941 -4.675 6.404
H 4.738 -5.273 3.847
H 3.108 -5.663 4.390
H 3.931 -3.204 2.784
H 2.488 -4.232 2.588
O -7.713 1.907 -4.858
C -8.263 1.370 -3.940
O -9.151 1.995 -3.140
C -9.562 1.122 -2.066
C -9.286 -0.283 -2.571
C -8.069 -0.064 -3.470
H -8.977 1.369 -1.177
H -10.613 1.295 -1.852
H -9.132 -1.001 -1.773
H -10.126 -0.628 -3.174
H -7.133 -0.125 -2.914
H -8.042 -0.743 -4.317
O 3.261 -0.262 -2.988
C 4.426 0.011 -2.968
O 5.286 -0.368 -3.938
C 6.632 0.015 -3.587
C 6.475 1.156 -2.589
C 5.171 0.773 -1.891
H 7.135 -0.851 -3.154
H 7.163 0.311 -4.487
H 7.327 1.258 -1.921
H 6.348 2.101 -3.119
H 5.338 0.104 -1.045
H 4.595 1.637 -1.571
O -11.372 -1.121 -0.150
C -10.660 -1.724 0.595
O -9.346 -1.947 0.319
C -8.762 -2.781 1.337
C -9.658 -2.609 2.557
C -11.025 -2.371 1.915
H -8.748 -3.810 0.972
H -7.740 -2.455 1.515
H -9.625 -3.460 3.234
H -9.356 -1.722 3.116
H -11.552 -3.303 1.709
H -11.657 -1.711 2.501
O 9.395 -1.172 -5.320
C 8.664 -1.439 -6.231
O 7.765 -2.442 -6.170
C 7.097 -2.591 -7.439
C 7.257 -1.244 -8.131
C 8.607 -0.769 -7.590
H 7.582 -3.401 -7.987
H 6.059 -2.859 -7.261
H 7.209 -1.312 -9.215
H 6.470 -0.565 -7.801
H 9.443 -1.130 -8.189
H 8.662 0.311 -7.488
O 9.863 -5.595 -0.446
C 9.591 -4.874 -1.360
O 8.476 -5.036 -2.113
C 8.461 -4.085 -3.195
C 9.371 -2.953 -2.744
C 10.392 -3.694 -1.882
H 8.829 -4.578 -4.097
H 7.436 -3.765 -3.368
H 9.798 -2.393 -3.570
H 8.808 -2.254 -2.120
H 11.227 -4.076 -2.470
H 10.765 -3.093 -1.058
```

**Max |F|**: 1.192 eV Å⁻¹
**HOMO energy**: -11.14 eV
**Charge**: +1
**Kohn-Sham gap**: 8.42 eV